{"formula": "C5H8N2S", "method": "wB97M-V/def2-TZVPD", "elements": ["S", "N", "N", "C", "C", "C", "C", "C", "H", "H", "H", "H", "H", "H", "H", "H"], "xyz": [[2.0680, -2.8685, 0.0360], [0.3204, 1.9122, -1.4266], [-0.0891, -1.4893, 0.8763], [-1.2391, -0.6084, 0.8517], [0.9420, -1.4954, 0.0281], [0.3066, 0.8115, -0.5601], [-0.5919, 0.7980, 0.6471], [1.0299, -0.3412, -0.7766], [-1.3574, 1.6088, 0.6213], [-0.2774, 2.8554, -1.4460], [1.1141, 2.1304, -1.9265], [-0.0640, -2.3639, 1.2686], [-1.9436, -0.8570, -0.0004], [-0.0497, 0.9479, 1.5877], [1.8756, -0.2883, -1.4952], [-2.0444, -0.7523, 1.7145]], "forces_ev_per_angstrom": [[-1.77, 2.25, -0.16], [-2.93, 2.05, 1.43], [-0.24, 0.31, -0.05], [-1.80, 0.25, -0.68], [1.41, -1.06, 0.28], [-0.31, -0.48, -0.38], [-2.08, 0.28, 0.78], [1.67, 2.36, -1.82], [0.43, -0.62, -0.19], [1.34, -3.47, 1.12], [2.14, -0.27, -1.27], [-0.99, -2.36, 1.83], [1.04, 0.22, 0.25], [0.45, 0.30, -0.35], [-0.91, -0.29, 0.26], [2.56, 0.54, -1.05]], "nbo_charge": [-0.311, -0.801, -0.598, -0.213, 0.184, 0.294, -0.469, -0.416, 0.221, 0.410, 0.388, 0.414, 0.192, 0.240, 0.233, 0.233], "relative_energy_kcal_mol": 36.94, "gap_ev": 8.00, "smiles": "NC1=CC(=S)NCC1", "fmax_ev_per_a": 3.9, "e_lumo_ev": 0.27}

=====

{"formula": "C16H31NP2Pb", "method": "wB97M-V/def2-TZVPD", "elements": ["Pb", "P", "P", "N", "C", "C", "C", "C", "C", "C", "C", "C", "C", "C", "C", "C", "C", "C", "C", "C", "H", "H", "H", "H", "H", "H", "H", "H", "H", "H", "H", "H", "H", "H", "H", "H", "H", "H", "H", "H", "H", "H", "H", "H", "H", "H", "H", "H", "H", "H", "H"], "xyz": [[2.3494, -2.9391, 1.5459], [-0.1644, 1.9316, -2.3590], [-2.4599, 1.6045, -0.1110], [4.3437, -5.5192, 2.9102], [3.9329, -4.6609, 2.2300], [2.7553, -1.0708, 0.1256], [0.6332, -2.2358, -0.8632], [-0.3462, -1.7580, 0.2883], [2.0171, 0.1151, 0.7990], [-2.9400, 2.4357, 1.4722], [-4.0857, 0.8351, -0.5581], [-0.0053, -2.1224, 1.7656], [1.9832, -4.3674, 3.6813], [-1.7764, 2.8682, -2.5720], [0.7182, -1.3715, 2.6099], [0.0897, 1.4177, -4.1194], [1.4402, -0.0443, 2.2634], [2.1527, -2.0618, -0.6462], [1.0130, 3.3612, -2.2838], [-2.5074, 3.1037, -1.2382], [-4.8866, 1.5799, -0.5258], [0.8224, -1.6569, 3.6517], [-2.3993, 2.2700, -3.2594], [2.5482, -3.7601, 4.4701], [2.0880, -5.3562, 3.3543], [-3.1024, 1.6573, 2.2187], [-3.8471, 3.0285, 1.3376], [3.8569, -1.0944, 0.3053], [0.3955, -3.2866, -1.0976], [2.7808, -2.8669, -1.0824], [1.0832, 0.9741, -4.1952], [-3.5642, 3.3528, -1.4199], [-0.6609, 0.6660, -4.3685], [-0.4740, -3.0556, 2.1003], [2.2678, 0.1345, 2.9709], [0.4293, -1.6305, -1.7778], [0.8928, 3.8750, -1.3266], [0.6975, 0.7708, 2.4270], [-2.1122, 3.0720, 1.7886], [0.8309, 4.0537, -3.1111], [1.2076, 0.4015, 0.1056], [-2.0416, 3.9331, -0.6779], [-1.3225, -2.2170, 0.0693], [-0.4720, -0.6657, 0.2317], [2.7569, 0.9199, 0.8285], [0.8912, -4.1241, 3.6288], [0.0054, 2.2764, -4.7885], [-4.2851, 0.0389, 0.1634], [-4.0136, 0.3996, -1.5579], [2.0273, 2.9593, -2.3480], [-1.5434, 3.8291, -3.0556]], "forces_ev_per_angstrom": [[1.67, -3.74, 1.84], [0.04, 0.12, -0.35], [-0.28, 0.26, 0.16], [0.03, 0.57, -0.71], [2.51, -1.45, -0.02], [0.11, 0.74, -0.70], [0.13, 0.68, -0.01], [0.54, 0.16, 0.16], [-0.32, -0.47, -0.29], [-0.02, -0.22, -0.47], [0.35, 0.18, 0.14], [-1.67, 0.58, -0.98], [-2.61, 2.34, 2.08], [0.25, -0.16, 0.09], [-0.52, 1.75, 0.03], [-0.02, 0.27, 0.44], [-0.24, -0.08, -0.56], [0.03, 0.66, -0.26], [-0.25, -0.33, -0.06], [0.03, -0.25, 0.15], [-0.02, -0.15, -0.04], [-0.15, -0.17, -0.04], [0.17, 0.23, 0.24], [-0.60, -1.59, -1.35], [0.86, -1.00, 0.26], [-0.04, 0.13, 0.09], [0.01, 0.05, 0.17], [-0.88, 0.04, -0.63], [0.36, 0.40, 0.04], [-0.32, 0.85, 0.00], [-0.04, -0.01, -0.15], [0.29, 0.17, 0.11], [0.08, 0.02, -0.09], [0.24, 0.41, 0.17], [-0.41, -0.27, -0.17], [-0.32, -0.38, 0.47], [0.08, 0.01, -0.11], [0.49, -0.30, -0.10], [-0.10, 0.00, 0.09], [0.11, 0.02, 0.11], [0.38, 0.16, 0.36], [-0.16, -0.25, -0.23], [0.27, 0.25, 0.04], [-0.10, -0.46, -0.07], [-0.29, 0.12, -0.01], [0.72, 0.26, 0.35], [0.03, -0.11, -0.14], [-0.10, 0.02, -0.14], [-0.10, 0.01, 0.09], [-0.03, 0.16, 0.04], [-0.22, -0.26, -0.05]], "nbo_charge": [0.852, 0.775, 0.778, -0.540, -0.191, -0.328, -0.456, -0.454, -0.456, -0.930, -0.932, -0.246, -0.612, -0.701, -0.252, -0.930, -0.450, -0.280, -0.932, -0.702, 0.214, 0.237, 0.223, 0.216, 0.216, 0.232, 0.215, 0.244, 0.229, 0.250, 0.232, 0.221, 0.229, 0.231, 0.225, 0.239, 0.230, 0.234, 0.229, 0.214, 0.236, 0.223, 0.228, 0.242, 0.229, 0.141, 0.215, 0.232, 0.230, 0.233, 0.221], "relative_energy_kcal_mol": 109.30, "gap_ev": [5.67, 6.19], "fmax_ev_per_a": 4.5, "e_lumo_ev": [-0.97, -0.38]}

=====

{"formula": "C30H45N4OS5SbSiW", "method": "wB97M-V/def2-TZVPD", "elements": ["W", "Sb", "S", "S", "S", "S", "S", "Si", "O", "N", "N", "N", "N", "C", "C", "C", "C", "C", "C", "C", "C", "C", "C", "C", "C", "C", "C", "C", "C", "C", "C", "C", "C", "C", "C", "C", "C", "C", "C", "C", "C", "C", "C", "H", "H", "H", "H", "H", "H", "H", "H", "H", "H", "H", "H", "H", "H", "H", "H", "H", "H", "H", "H", "H", "H", "H", "H", "H", "H", "H", "H", "H", "H", "H", "H", "H", "H", "H", "H", "H", "H", "H", "H", "H", "H", "H", "H", "H"], "xyz": [[-0.0656, 0.1414, 0.1184], [5.4489, -2.3582, 1.5039], [1.9155, -1.9283, 2.4186], [1.8358, -0.0808, 1.4310], [-1.3167, -2.0067, 0.6252], [3.7803, -1.9702, 3.2370], [4.3121, -2.3958, -0.3882], [-2.7198, 0.6569, 2.5136], [-1.4671, 0.5480, 1.3379], [0.8528, -1.5098, -1.2441], [1.5940, 1.2910, -1.4782], [-1.4764, -0.1124, -1.7156], [0.0407, 2.5645, 0.5696], [0.8412, -2.9025, -0.7073], [2.8189, 0.6027, -1.9614], [-3.5971, 3.2912, 3.2927], [-2.0176, -2.4364, 5.9135], [-3.5927, 4.4090, 4.1187], [-1.7495, 3.4868, 5.3539], [-2.8306, -0.4128, -1.1687], [-2.8525, -1.6872, -0.3267], [1.0406, 3.3167, -0.2227], [-1.0173, -2.2143, 4.9790], [-2.6669, 4.5102, 5.1454], [-1.1100, -1.1783, -2.6911], [-5.2690, -0.4856, 1.9740], [-4.3673, 0.5319, 1.6436], [-4.7960, 1.5031, 0.7265], [0.9074, 1.8932, -2.6491], [-6.9374, 0.4366, 0.5064], [-1.2716, 3.2142, 0.3378], [-0.5438, -3.3492, -0.3093], [-1.2392, -1.3318, 3.9306], [-2.4534, -0.6619, 3.7888], [-6.0599, 1.4575, 0.1592], [-6.5404, -0.5337, 1.4134], [-1.7566, 2.3754, 4.5273], [2.1377, 2.4042, -0.6503], [0.3685, -1.4631, -2.6473], [0.4088, 2.7763, 1.9980], [-3.2237, -1.7528, 5.8125], [-2.6699, 2.2588, 3.4690], [-3.4353, -0.8673, 4.7673], [-7.2219, -1.3261, 1.6940], [-1.0431, 3.5476, 6.1717], [-4.3235, 5.1929, 3.9677], [1.4489, 4.1395, 0.3676], [-1.4169, -0.8964, -3.6989], [0.7518, 1.1486, -3.4236], [-1.1795, -3.6218, -1.1488], [-4.1387, 2.3235, 0.4512], [-0.4364, -1.1368, 3.2323], [-1.6362, 2.9746, -0.6630], [-1.5563, 0.7602, -2.2291], [-0.1704, 2.1305, 2.6422], [1.5182, 2.6909, -3.0815], [-3.5480, -0.5204, -1.9869], [1.4649, 2.5640, 2.1411], [3.3670, 0.1977, -1.1105], [-2.6711, 5.3753, 5.7953], [-4.3689, -0.3159, 4.7282], [-1.9903, 2.8924, 1.0816], [-3.6485, -1.5929, 0.4094], [2.8753, 2.9637, -1.2343], [-4.3525, 3.2224, 2.5214], [3.4587, 1.3203, -2.4793], [-1.6697, -2.0710, -2.4327], [0.2120, 3.8175, 2.2670], [-3.1430, 0.4321, -0.5673], [-1.0521, 1.5734, 4.7274], [0.9037, -0.6900, -3.1779], [-1.1667, 4.2986, 0.4263], [1.2708, -3.5804, -1.4478], [-0.0626, -2.7178, 5.0711], [-3.9934, -1.9004, 6.5587], [1.4976, -2.9109, 0.1572], [-1.8553, -3.1282, 6.7297], [-6.3684, 2.2231, -0.5414], [1.8458, -1.2813, -1.2473], [-0.4771, -4.2123, 0.3512], [-3.0551, -2.5861, -0.9063], [2.6017, -0.1919, -2.6675], [-4.9781, -1.2574, 2.6762], [0.5532, 3.7694, -1.0831], [-0.0555, 2.3110, -2.3676], [0.5854, -2.4045, -3.1557], [-7.9306, 0.4062, 0.0779], [2.6536, 1.9724, 0.2065]], "forces_ev_per_angstrom": [[-0.03, -0.07, 0.82], [-0.07, -0.03, -0.03], [0.03, -0.17, -0.09], [-0.42, 0.21, -0.26], [-0.14, 0.08, -0.10], [0.05, 0.12, 0.07], [-0.07, 0.02, 0.00], [0.02, 0.03, 0.25], [0.46, -0.13, -0.57], [-0.07, -0.14, -0.01], [-0.11, 0.10, 0.12], [-0.04, 0.09, 0.00], [0.07, -0.02, 0.00], [0.05, 0.01, 0.02], [0.04, -0.02, 0.08], [0.09, 0.01, 0.03], [-0.02, 0.00, -0.01], [0.00, -0.01, -0.04], [0.00, 0.00, -0.03], [0.03, -0.02, 0.01], [0.05, 0.03, 0.08], [-0.09, 0.08, -0.01], [-0.01, 0.02, -0.02], [0.01, -0.01, 0.00], [0.01, 0.04, 0.05], [-0.01, 0.00, -0.07], [-0.08, 0.01, -0.03], [-0.03, 0.01, 0.03], [0.11, -0.10, -0.07], [0.00, 0.01, 0.00], [0.01, -0.02, 0.03], [-0.02, -0.03, 0.01], [-0.02, 0.03, 0.04], [0.06, -0.13, 0.00], [0.01, -0.01, 0.00], [0.03, 0.00, 0.01], [-0.04, 0.02, 0.04], [0.01, 0.03, -0.04], [0.00, -0.07, 0.07], [-0.02, -0.02, -0.03], [0.01, 0.01, 0.00], [0.04, 0.11, -0.01], [0.03, -0.01, -0.03], [0.00, 0.00, -0.01], [0.00, 0.01, -0.01], [0.00, -0.01, 0.01], [-0.04, 0.02, 0.01], [-0.01, 0.02, 0.00], [-0.01, 0.01, -0.02], [0.02, -0.01, -0.01], [0.00, -0.02, 0.00], [0.00, -0.03, -0.02], [0.00, 0.00, -0.01], [-0.03, -0.02, 0.01], [0.02, -0.02, -0.04], [0.00, 0.00, 0.00], [0.01, 0.00, -0.02], [0.01, -0.01, -0.01], [-0.02, 0.01, -0.01], [0.00, 0.00, 0.00], [0.00, -0.01, 0.01], [0.02, -0.02, -0.02], [-0.02, -0.04, -0.03], [-0.01, -0.02, -0.03], [-0.02, 0.01, 0.00], [0.01, 0.01, -0.01], [-0.03, 0.01, -0.03], [-0.02, 0.00, 0.02], [0.02, 0.01, 0.00], [-0.03, -0.01, 0.01], [0.06, 0.01, -0.04], [-0.01, 0.00, -0.01], [0.01, 0.01, -0.02], [-0.01, 0.01, -0.01], [0.00, -0.01, -0.01], [0.01, 0.02, -0.01], [0.00, 0.02, 0.00], [0.00, 0.00, 0.01], [0.02, 0.03, 0.06], [-0.01, -0.03, -0.02], [0.00, 0.01, -0.01], [0.01, 0.00, -0.04], [-0.01, -0.01, 0.01], [0.01, 0.02, 0.00], [0.00, 0.01, 0.01], [0.02, -0.01, 0.01], [0.01, 0.00, 0.00], [0.03, -0.01, -0.01]], "mulliken_charge": [2.321, 0.747, 0.080, -0.211, 0.219, -0.284, -0.414, -0.119, 0.559, 0.123, -0.008, -0.738, 0.355, -0.695, -1.404, -0.222, -0.718, -0.847, -0.790, -0.659, -0.908, -1.046, -0.863, -0.702, -0.909, -0.499, 1.263, 0.043, -1.142, -0.829, -0.858, -1.005, 0.569, 0.546, -1.052, -0.825, -0.565, -1.269, -0.790, -1.142, -0.944, 1.475, -0.596, 0.473, 0.452, 0.468, 0.403, 0.478, 0.557, 0.399, 0.395, -0.327, 0.272, 0.339, -0.331, 0.416, 0.618, 0.738, 0.158, 0.418, 0.524, -0.403, 0.101, 0.650, 0.321, 0.544, 0.352, 0.507, -0.200, 0.417, 0.382, 0.598, 0.607, 0.465, 0.447, 0.040, 0.421, 0.488, -0.283, 0.659, 0.870, 0.642, 0.492, 0.664, 0.097, 0.603, 0.428, 0.393], "relative_energy_kcal_mol": 0.00, "gap_ev": 6.74, "total_charge": 2, "fmax_ev_per_a": 0.8, "e_lumo_ev": -6.27}

=====

{"formula": "C10H16O", "method": "wB97M-V/def2-TZVPD", "elements": ["O", "C", "C", "C", "C", "C", "C", "C", "C", "C", "C", "H", "H", "H", "H", "H", "H", "H", "H", "H", "H", "H", "H", "H", "H", "H", "H"], "xyz": [[-0.3925, -4.8033, -1.8735], [2.0529, 3.4598, -0.7355], [-1.6325, -2.3967, 0.5465], [-1.5953, -3.5099, -0.3074], [-0.7156, -1.3630, 0.4448], [-0.5806, -0.2056, 1.4086], [1.4914, 4.0019, 0.5953], [0.1903, -1.4365, -0.6140], [-0.5632, -3.6053, -1.2291], [0.2118, -2.4870, -1.5237], [-1.3575, 1.0511, 1.0265], [-0.9473, -0.5690, 2.3695], [3.0938, 3.1819, -0.5528], [0.6919, -2.4236, -2.4962], [-2.1854, 1.0983, 1.7324], [2.0873, 4.2237, -1.4926], [1.5446, 2.5186, -0.9473], [-2.4913, -4.1148, -0.2943], [-0.7615, 1.9101, 1.3404], [0.8954, -0.6301, -0.7778], [-1.6039, 1.2009, -0.0193], [0.4751, 4.3671, 0.5387], [0.4674, 0.0240, 1.5769], [1.4034, 3.1260, 1.2362], [-2.4849, -2.4477, 1.2059], [0.4941, -4.8259, -2.2439], [2.2123, 4.6550, 1.0858]], "forces_ev_per_angstrom": [[-0.22, 0.19, -0.22], [0.41, -0.03, 1.43], [-0.46, -0.75, -0.83], [-0.01, 1.32, 0.45], [1.01, -0.02, 0.06], [-0.42, -0.82, -0.06], [0.50, -1.22, -0.06], [-0.08, 0.17, -0.58], [-0.43, -0.47, -0.41], [-0.36, -0.22, 0.51], [0.49, 0.65, 1.33], [0.00, 0.15, 0.12], [0.04, -0.03, -0.05], [0.57, -0.14, 0.39], [-0.67, 0.13, -0.73], [-0.42, -0.09, -0.66], [-0.18, 0.36, -0.75], [0.55, -0.80, 0.00], [0.09, 0.17, -0.22], [-0.11, 0.19, 0.05], [-0.25, -0.35, 0.00], [-0.02, 0.63, -0.18], [0.22, -0.06, -0.24], [0.07, -0.04, 0.36], [0.10, 0.65, 0.52], [-0.01, 0.03, -0.15], [-0.42, 0.40, -0.08]], "nbo_charge": [-0.670, -0.606, -0.185, -0.274, -0.048, -0.416, -0.605, -0.190, 0.306, -0.300, -0.616, 0.208, 0.199, 0.218, 0.212, 0.205, 0.204, 0.226, 0.206, 0.206, 0.217, 0.205, 0.207, 0.194, 0.209, 0.479, 0.205], "relative_energy_kcal_mol": 37.05, "gap_ev": 9.29, "smiles": "CCc1ccc(O)cc1.CC", "fmax_ev_per_a": 1.6, "e_lumo_ev": 0.90}

=====

{"formula": "C5H6O5Y", "method": "wB97M-V/def2-TZVPD", "elements": ["Y", "O", "O", "O", "O", "O", "C", "C", "C", "C", "C", "H", "H", "H", "H", "H", "H"], "xyz": [[1.7676, 0.8619, -0.3221], [1.1102, 0.4379, 1.6133], [0.5395, 4.1511, 2.0104], [0.3269, -0.9140, 0.2587], [0.8742, 3.1040, -0.0564], [1.1379, -0.3021, -2.1256], [0.4935, -1.4836, -1.9966], [0.4444, 3.8448, 0.7585], [-0.3869, -1.5900, -0.7468], [-1.5114, -0.0060, 1.6943], [-0.0413, -0.1302, 1.3876], [-2.4064, 0.2202, 1.1203], [-0.5318, -2.6386, -0.4568], [1.3493, -2.2149, -1.9344], [-1.3416, -1.0683, -0.9024], [-1.8107, -0.4840, 2.6260], [-0.0133, -1.7881, -2.9279]], "forces_ev_per_angstrom": [[-0.02, -1.42, -4.34], [-4.09, -0.07, 3.14], [-2.18, -0.68, -9.23], [0.31, 1.48, 2.32], [-1.21, 0.44, -1.56], [1.15, 4.49, 2.91], [1.34, -2.92, -0.45], [3.49, -0.01, 10.81], [-1.83, -0.79, -1.65], [1.97, -0.78, 1.72], [1.46, -0.39, -3.86], [0.75, 0.16, -0.99], [-0.10, 0.35, -0.02], [-1.07, -0.16, 0.29], [0.08, -0.29, 0.05], [0.34, 0.30, 0.35], [-0.40, 0.28, 0.50]], "nbo_charge": [2.407, -0.722, -0.350, -0.555, -0.671, -0.898, -0.093, 1.081, -0.123, -0.311, 0.793, 0.292, 0.254, 0.183, 0.202, 0.278, 0.235], "gap_ev": [7.36, 6.82], "total_charge": 2, "spin_multiplicity": 2, "fmax_ev_per_a": 11.4, "e_lumo_ev": [-9.73, -10.26]}

=====

{"formula": "C2O3", "method": "wB97M-V/def2-TZVPD", "elements": ["O", "O", "O", "C", "C"], "xyz": [[-0.9177, -1.6222, -0.4397], [2.6610, 1.2047, 1.7549], [-2.1763, 0.0400, -1.6218], [1.8149, 0.6519, 1.2325], [-1.7015, -0.7829, -0.9499]], "forces_ev_per_angstrom": [[-5.08, 4.45, -2.19], [-1.20, -0.80, -0.74], [-0.40, -0.89, 1.27], [1.19, 0.81, 0.74], [5.49, -3.56, 0.92]], "nbo_charge": [-0.540, -0.504, -0.480, 0.504, 1.020], "relative_energy_kcal_mol": 13.36, "gap_ev": 13.05, "fmax_ev_per_a": 7.1, "e_lumo_ev": 0.26}